The following is a quantum chemistry calculation of a molecular structure, C8H9N3 in a non-equilibrium geometry, from the Open Molecules 2025 dataset.

Geometry as XYZ:
```
20
C8H9N3 | the Open Molecules 2025 dataset | ωB97M-V/def2-TZVPD
C -1.7040 2.2191 -2.4407
C -0.3054 0.2501 -1.8052
C 0.4670 -0.1207 -0.7751
C 0.7621 -1.5610 -0.5628
C 0.9406 -1.8498 0.8456
C 0.7847 -0.8873 1.8817
C 0.2911 0.3907 1.7645
C 0.1426 0.7888 0.4272
H -1.0210 1.6629 -3.4640
H -3.0399 1.7926 -2.6585
H -1.5670 3.3695 -2.1730
H -0.7093 -0.2092 -2.8381
H 1.0877 -2.5310 -1.0901
H 1.4645 -2.8077 1.0715
H 1.0285 -0.8132 4.0882
H 1.5430 -2.4618 3.3013
H 0.3747 1.0333 2.5784
N -1.0477 1.3840 -1.3285
N 1.2977 -1.3763 3.2807
N -0.7900 1.7271 -0.1032
```

Computed properties:
- highest occupied orbital energy (eV) = -7.32
- relative energy (zero: lowest compared OMol25 entry of this formula, charge and spin) (kJ/mol) = 595.4
- charge = 0
- gap between HOMO and LUMO (eV) = 7.86

The natural (NBO) scheme yields these atomic charges, measured in e: -0.434, -0.072, -0.159, -0.176, -0.270, 0.193, -0.309, 0.128, 0.234, 0.217, 0.254, 0.234, 0.246, 0.206, 0.393, 0.398, 0.226, -0.169, -0.888, -0.251

***

The following is a quantum chemistry calculation of C3H7O2PS in the gas phase in a non-equilibrium geometry, from the Open Molecules 2025 dataset.

Geometry as XYZ:
```
14
C3H7O2PS | the Open Molecules 2025 dataset | ωB97M-V/def2-TZVPD
C -1.7624 0.6771 0.5366
C -0.5009 1.3470 0.1066
C 0.6678 0.4583 -0.2681
O 2.3753 -3.2261 0.8675
O 1.2710 -1.9142 -0.8734
P 0.6306 -0.7185 -1.7149
S 2.0225 -3.2331 -0.5358
H -1.9231 0.6938 1.6186
H -2.6930 1.0899 0.0844
H -1.6623 -0.3236 0.1797
H -0.8001 2.0372 -0.7323
H -0.0901 2.2185 0.6228
H 1.6284 1.1143 -0.5207
H 0.8364 -0.2207 0.6289
```

Computed properties:
- highest occupied orbital energy (spin up / spin down) (eV) = -8.40 / -7.90
- relative energy (zero: lowest compared OMol25 entry of this formula, charge and spin) (kJ/mol) = 363.2
- charge = 0
- gap between HOMO and LUMO (spin up / spin down) (eV) = 7.70 / 7.28

The natural (NBO) scheme yields these atomic charges, measured in e: -0.616, -0.436, -0.762, -0.839, -1.009, 0.843, 1.276, 0.214, 0.216, 0.207, 0.200, 0.224, 0.238, 0.244